1.
Molecular formula: C48H45N2P2SiW
Method: DFT, the ωB97M-V functional and the def2-TZVPD basis

```
99
C48H45N2P2SiW, DFT the ωB97M-V functional and the def2-TZVPD basis
H -1.50 -5.98 1.06
H -2.47 -2.35 1.85
H -1.86 4.42 4.27
C -3.10 3.35 -0.27
C 0.30 -1.03 4.09
C 0.08 0.21 4.70
C -1.01 -2.65 -3.75
C -1.17 -1.48 -3.01
H -0.75 -3.50 -5.70
P -1.35 -1.53 -1.19
C 2.66 0.64 0.46
C -1.72 -2.46 2.64
C -2.14 3.42 3.97
H -0.59 -3.77 0.63
W 0.35 -0.12 0.26
C 0.32 0.43 6.05
H -0.98 0.78 -5.54
C -1.99 -5.33 0.35
C -3.23 -3.64 -1.46
H -4.62 -5.23 -1.78
C -2.87 0.86 3.18
C -1.84 2.98 2.68
H -4.68 1.09 1.29
H -3.82 3.11 0.51
H -0.71 -1.31 -6.85
H -4.25 5.02 -0.95
C -3.13 -5.76 -0.32
C 1.18 2.32 0.82
H 3.48 0.39 -4.04
H -1.02 -3.61 -3.26
C 2.96 -0.29 -3.38
C -0.84 -1.36 -5.78
H -0.16 2.33 -1.59
C -1.06 2.92 -1.43
C -0.99 -0.19 -5.04
H 3.47 0.07 0.03
C 3.19 -1.69 -3.43
H -0.33 1.03 4.14
C 2.47 -2.52 -2.64
H 1.27 -2.69 6.93
C 1.49 -1.98 -1.77
C -3.21 0.16 0.02
H 0.54 1.55 2.81
H 0.87 -3.07 4.56
C -1.48 -4.07 0.10
H -3.70 0.65 5.14
H -1.30 0.67 -3.10
C -3.35 4.43 -1.09
C -2.09 -3.19 -0.79
H 3.94 -2.10 -4.11
C 0.95 -1.86 6.30
C -5.29 -0.28 -1.73
Si -0.07 -1.62 2.31
H -0.60 4.25 -3.05
C -3.18 1.30 4.46
C 0.72 -2.07 4.95
N 1.37 -0.64 -1.63
C -5.55 0.28 -0.49
C -4.01 -0.71 -2.05
C -1.16 -0.25 -3.67
H -3.16 -0.14 2.87
C -2.20 1.69 2.28
H -1.59 -3.53 2.83
H 2.04 -2.78 2.84
H -3.82 -1.15 -3.02
H 0.14 1.41 6.48
C 0.76 -0.60 6.86
H 2.38 -0.34 2.44
H 0.61 3.23 0.74
H -3.54 -6.75 -0.14
H 1.86 -2.73 1.09
C 1.32 -2.88 2.02
P -1.75 1.06 0.63
C 2.14 1.87 -0.05
H 1.85 1.22 -2.41
C 2.07 0.17 -2.48
C -2.96 -0.58 -1.13
H 0.68 -3.63 -1.08
H 0.94 -0.44 7.91
C 2.07 0.38 1.70
C 1.06 1.38 1.89
C -1.31 4.00 -2.27
C -2.45 4.76 -2.10
N 0.61 -2.62 -1.02
H 0.96 -3.92 2.02
H -2.12 -2.02 3.56
C -4.50 0.55 0.37
C -3.74 -4.91 -1.23
H 2.48 2.37 -0.94
H -6.09 -0.40 -2.45
C -1.95 2.57 -0.42
H -6.56 0.55 -0.21
C -2.80 2.58 4.86
H -1.35 3.65 1.99
C -0.86 -2.59 -5.13
H -3.03 2.92 5.86
H 2.60 -3.60 -2.67
H -3.72 -3.01 -2.19
H -2.65 5.61 -2.75
```

Properties
HOMO (spin up / spin down) in eV: -10.051 / -10.052
E_tot in eV: -81762.16567
2S+1: 1
Total charge: +1
Energy relative to the best compared isomer or geometry (same formula, charge and spin) in kcal/mol: 49.4
HOMO-LUMO gap (spin up / spin down) in eV: 7.0 / 7.0
Max |F| in Eh/bohr: 0.039



2.
Molecular formula: C48H46GeN3O5SiTc
Method: DFT, the ωB97M-V functional and the def2-TZVPD basis

```
105
C48H46GeN3O5SiTc, DFT the ωB97M-V functional and the def2-TZVPD basis
C -0.72 0.90 3.62
C -0.53 2.07 1.56
C 4.48 1.18 -2.77
Tc -0.07 -0.90 -0.18
H 5.02 -2.46 -1.01
C 5.31 1.37 -1.66
H -0.34 2.02 5.40
C 5.51 3.70 -2.29
H -1.69 3.74 -1.49
C 6.27 1.51 1.81
H 7.65 -2.85 -4.52
H -0.52 -5.90 -0.07
C 8.02 1.29 3.44
C -1.97 -2.28 3.69
H 3.50 2.05 -4.46
C -0.14 3.23 3.64
H -4.59 -0.49 3.42
C 1.63 -1.35 -3.64
H 10.70 -0.67 -2.46
C -0.22 3.23 2.25
H 5.97 -1.99 -2.96
C 1.02 -0.25 -3.01
C 3.25 -1.32 -0.50
C 2.11 -1.25 -4.94
C -3.40 -2.35 1.06
H 2.57 -2.11 -5.40
H 1.28 1.97 -5.57
C -3.85 0.01 2.80
C 4.68 3.49 -3.39
H 3.22 4.01 -1.09
C 1.38 1.03 -5.04
H 5.92 4.69 -2.10
C 4.16 2.23 -3.62
C 6.88 1.93 2.99
C -0.81 0.86 2.22
H -2.86 -3.28 0.86
H 4.06 0.20 -2.99
Si -2.51 -1.19 2.22
H 4.45 4.31 -4.06
C 0.97 -2.97 1.87
H -2.47 -1.97 4.61
H 2.35 0.01 -6.67
C -0.32 -3.80 0.14
H 6.47 2.83 -0.59
C 8.71 -0.47 -1.69
H -0.04 4.14 1.69
H -2.22 -3.32 3.51
C 1.48 4.79 -2.08
C 7.36 -0.84 -1.78
C 0.76 -5.33 1.60
N 0.58 -0.34 -1.74
O -0.69 2.09 0.19
O -1.34 -2.16 -1.21
C 1.44 3.07 -0.39
O 1.59 -0.11 0.80
N -1.20 -0.29 1.53
C 0.91 0.96 -3.74
C 9.66 -0.97 -2.56
N 0.20 -2.76 0.81
H -0.90 -0.01 4.18
H -4.33 -2.63 1.56
H 0.99 -6.34 1.91
C 7.95 -2.19 -3.71
H 0.46 1.81 -3.26
C 5.81 2.65 -1.44
H 1.92 -4.39 3.16
C -1.23 -3.43 -1.02
H 6.45 2.74 3.55
H 5.36 1.99 1.48
H 3.05 -0.95 -1.51
C 0.10 4.72 -2.20
C 1.99 -0.06 -5.65
O -1.79 -4.32 -1.64
H 8.35 -1.03 1.01
C 1.28 -4.25 2.30
C 0.06 3.00 -0.53
H 2.04 5.48 -2.70
H -4.36 0.41 1.92
H 1.71 -2.28 -3.09
C -0.06 -5.11 0.51
C 8.55 0.22 2.73
C 2.83 -0.21 0.46
C 6.80 0.45 1.07
H -3.64 -1.90 0.10
H 2.60 -2.19 -0.37
H 4.90 -2.02 0.69
C 9.29 -1.84 -3.58
C -0.40 2.05 4.32
H -0.90 -2.22 3.86
C 4.72 -1.66 -0.33
C 2.14 3.97 -1.18
O 3.69 0.56 0.86
H 1.34 -2.08 2.37
C -0.62 3.82 -1.42
H -0.42 5.35 -2.90
C 7.01 -1.70 -2.82
Ge 5.93 -0.14 -0.59
H 9.43 -0.29 3.08
H 0.10 4.14 4.16
H 10.03 -2.23 -4.26
H -3.44 0.85 3.36
H 9.02 0.24 -0.92
C 7.94 -0.19 1.55
H 8.50 1.61 4.36
H 1.94 2.42 0.30
```

Properties
HOMO (spin up / spin down) in eV: -4.057 / -4.863
E_tot in eV: -131827.71073
2S+1: 4
Total charge: -1
Energy relative to the best compared isomer or geometry (same formula, charge and spin) in kcal/mol: 19.1
HOMO-LUMO gap (spin up / spin down) in eV: 6.1 / 6.5
Max |F| in Eh/bohr: 0.018